1.
Here is an isolated molecule of H3O2PS4 from OMol25. Energies are from ωB97M-V/def2-TZVPD.

Calculated values
Orbital gap (eV): 7.46
SMILES: O=[SH]#S#P(O)SS
Energy relative to the best compared isomer or geometry (same formula, charge and spin) (kJ/mol): 157.8

ORCA input file:
```
! wB97M-V def2-TZVPD RIJCOSX def2/J DEFGRID3
* xyz 0 1
O 0.18703 1.94795 -0.56831
O -1.93998 -0.50969 -0.92079
P 0.39022 0.37672 -0.25983
S -0.57184 -0.01702 1.53826
S -2.23487 -1.09970 0.39645
S 2.85616 -1.30632 0.51686
S 2.37972 0.61441 0.61070
H 0.07710 1.99596 -1.54444
H -3.42538 -0.33692 0.91058
H 2.28185 -1.66538 -0.67949
*
```

Atomic partial charges in e from the Löwdin method, atoms 1 to 4: -0.41 -0.77 0.22 0.24

***

2.
Here is a cluster of 2 separate species, C5H12O in total from OMol25. Energies are from ωB97M-V/def2-TZVPD.

Calculated values
Orbital gap (spin up / spin down) (eV): 7.93 / 7.62
Energy relative to the best compared isomer or geometry (same formula, charge and spin) (kJ/mol): 354.2

ORCA input file:
```
! wB97M-V def2-TZVPD RIJCOSX def2/J DEFGRID3
* xyz 0 1
C 2.10683 -0.52784 -0.06370
O 1.15712 -0.00999 0.68903
C -0.08633 -0.32328 0.82234
C -0.11646 1.24559 -1.63986
C -0.69967 -1.46203 0.08713
C -0.89571 0.52926 1.73875
H 0.65694 0.55929 -1.32859
H 1.90636 -1.39202 -0.68746
H 3.03366 0.02888 -0.04555
H 0.07571 1.53949 -2.67442
H -1.06556 0.71707 -1.53557
H -0.08725 2.10944 -0.96981
H -0.21669 -1.64397 -0.88320
H -0.66330 -2.39830 0.66793
H -1.75707 -1.23302 -0.10680
H -1.28040 -0.04643 2.59297
H -0.29826 1.36080 2.12058
H -1.76992 0.94706 1.21620
*
```

Atomic partial charges in e from the Löwdin method, atoms 1 to 4: -0.06 -0.10 -0.43 -0.03

***

3.
Here is a structure of composition C32H51CrN2O2P2 from OMol25. Energies are from ωB97M-V/def2-TZVPD.

Calculated values
Orbital gap (spin up / spin down) (eV): 5.67 / 5.11
<S²>: 6.066

ORCA input file:
```
! wB97M-V def2-TZVPD RIJCOSX def2/J DEFGRID3
* xyz 1 5
C 2.75957 -1.07632 1.12974
C 2.53507 -1.81132 -1.10865
C 4.05520 -1.58066 1.19577
C 3.73466 -2.53077 -0.97472
C 4.51181 -2.38338 0.16318
H 4.65008 -1.40936 2.08833
H 4.09358 -3.07110 -1.84604
H 5.42919 -2.97173 0.30143
N 2.02468 -1.17085 0.01005
P 0.33419 -0.46458 2.37711
P 0.43758 -0.34812 -2.40382
C 2.16645 -0.53967 2.42865
H 2.48010 -1.20349 3.25773
H 2.61041 0.44479 2.66488
C -1.21175 0.89405 -0.03976
O -2.07801 1.70864 -0.03726
C 1.91440 -1.56811 -2.38997
H 1.59227 -2.46954 -2.92081
C -1.17545 -0.86571 -3.52675
C 1.66642 0.69456 -3.39083
C -0.16550 -2.02210 3.34676
C -0.10421 1.09622 3.33093
C -2.47657 -0.86159 -2.69444
H -2.69166 0.13153 -2.28222
H -3.32757 -1.15008 -3.33858
H -2.42372 -1.57701 -1.86356
C -1.35035 0.10759 -4.69962
H -1.49715 1.13417 -4.33902
H -0.50398 0.09194 -5.39630
H -2.25034 -0.14637 -5.28464
C -0.87670 -2.29867 -3.96376
H -1.67072 -2.68350 -4.62768
H 0.07228 -2.39885 -4.50516
H -0.84900 -2.96294 -3.08506
C 1.14523 2.03081 -3.89497
H 0.60283 2.57832 -3.11837
H 2.01255 2.64098 -4.18379
H 0.51273 1.94439 -4.77990
C 2.79631 0.98058 -2.38487
H 2.40153 1.43058 -1.46003
H 3.35263 0.07912 -2.11494
H 3.52869 1.67127 -2.81577
C 2.14968 -0.21910 -4.54251
H 1.76769 -1.25289 -4.51999
H 1.87506 0.16381 -5.52919
H 3.23924 -0.32521 -4.48983
C -1.62467 1.22128 3.52663
H -1.82099 2.23121 3.92430
H -2.16782 1.14625 2.57292
H -2.04252 0.50493 4.24523
C 0.31360 2.34157 2.54195
H 1.37163 2.34084 2.26837
H -0.28077 2.48640 1.63681
H 0.13118 3.20689 3.19777
C 0.63184 1.19066 4.67093
H 0.50795 2.21763 5.04527
H 0.23491 0.52843 5.44418
H 1.70854 1.00938 4.55933
C 0.49519 -3.29632 2.79125
H 0.27437 -4.11007 3.49889
H 0.08750 -3.59637 1.82298
H 1.58421 -3.23006 2.71470
C -1.67837 -2.17177 3.17302
H -1.94023 -2.22532 2.11209
H -1.99580 -3.11856 3.62960
H -2.27216 -1.36521 3.61478
C 0.25164 -1.90390 4.82087
H 1.29934 -1.59434 4.94786
H -0.39128 -1.23738 5.40679
H 0.17509 -2.89518 5.29121
Cr -0.01019 -0.56192 -0.02014
N -1.09407 -2.28239 0.08613
C -1.51954 -3.42213 -0.06630
C -1.32223 -4.63875 -0.81156
C -2.34217 -5.59774 -0.61634
C -0.17536 -5.07750 -1.56646
C -2.16548 -6.94452 -0.91237
H -3.22849 -5.21964 -0.09622
C 0.01048 -6.45451 -1.85401
H 0.64326 -4.43950 -1.90693
C -0.98909 -7.38512 -1.53430
H -2.96692 -7.62682 -0.61234
H 0.93192 -6.86920 -2.29521
H -0.89922 -8.45097 -1.75016
C 0.70422 3.86698 -0.89201
O 1.59734 2.92634 -0.27617
H 0.37134 4.61665 -0.16244
H -0.17948 3.32160 -1.23966
H 1.16684 4.37014 -1.75509
H 2.48863 3.30718 -0.29486
*
```

Atomic partial charges in e from the Löwdin method, atoms 1 to 4: -0.33 -0.38 -0.06 -0.03

***

Max |F| per entry: 0.042; 0.014; 0.160 hartree/bohr